# 1
16
Properties=species:S:1:pos:R:3:lowdin_charge:R:1 method="wB97M-V/def2-TZVPD" homo_energy_ev=-11.2 energy_ha=-159.53410 de_lowest_kj_mol=133.6 smiles=CC.CC max_force_ev_per_a=4.3 molar_mass_g_mol=60.14 lumo_energy_ha=0.0437
C -1.244 0.688 -1.784 -0.1376
C -1.502 1.047 -0.308 -0.1812
H -0.429 1.351 -2.114 0.0673
H -0.864 -0.287 -1.701 0.0148
H -2.287 0.665 -2.361 0.1143
H -2.416 1.558 -0.112 0.0572
H -0.858 1.767 0.017 0.0362
H -1.572 0.166 0.226 0.0149
C 2.143 -0.720 0.924 -0.1515
C 0.619 -1.065 1.179 -0.1382
H 2.841 -1.287 1.495 0.0356
H 2.478 -0.849 -0.117 0.0494
H 2.422 0.386 0.922 0.0766
H -0.020 -1.077 0.242 0.0504
H 0.112 -0.185 1.676 0.0687
H 0.495 -1.912 1.755 0.0231

# 2
132
Properties=species:S:1:pos:R:3:lowdin_charge:R:1 method="wB97M-V/def2-TZVPD" homo_energy_ev=-10.8 energy_ha=-17813.60504 max_force_ev_per_a=2.5 molar_mass_g_mol=1846.21 lumo_energy_ha=-0.0832 charge=+1
C -7.623 -0.493 -0.955 -0.0986
N -7.244 -1.729 -1.683 -0.0681
C -5.992 -2.262 -1.157 -0.2181
C -4.856 -1.574 -1.893 -0.2086
N -3.494 -1.927 -1.392 0.0162
C -3.394 -2.109 0.084 -0.0836
C -1.952 -2.357 0.577 -0.0448
C -1.878 -3.567 1.505 -0.5049
N -2.299 -4.834 1.113 0.1746
O -1.384 -3.418 2.602 0.0794
C -2.547 -0.866 -1.894 -0.1579
C -2.573 0.450 -1.081 -0.1152
C -1.269 0.772 -0.309 -0.1857
C -0.992 2.273 -0.419 -0.2090
C 0.179 2.691 0.467 -0.2058
C 0.710 4.086 0.132 -0.1918
C 2.176 4.243 0.543 -0.2125
C 2.361 4.581 2.017 -0.2306
O 3.677 4.265 2.440 -0.1996
C 4.585 5.334 2.269 -0.1234
C -2.883 -0.579 -3.367 -0.1771
C -1.590 -0.391 -4.154 -0.5290
F -0.914 0.666 -3.642 0.1616
F -1.862 -0.135 -5.453 0.1688
F -0.802 -1.481 -4.097 0.1642
O -3.504 -1.711 -3.912 -0.1060
C -4.836 -1.890 -3.429 -0.6567
Cl -5.111 -3.634 -3.661 0.8563
C -5.751 -1.000 -4.294 -0.1358
C -7.080 -1.581 -4.810 -0.1943
C -7.025 -1.916 -6.311 -0.2141
C -6.197 -3.134 -6.627 -0.1886
O -4.806 -2.724 -6.657 -0.0635
C -3.972 -3.629 -7.195 -0.3038
O -4.030 -4.834 -6.976 0.0523
H -6.751 -0.028 -0.496 0.0715
H -8.063 0.259 -1.601 -0.0091
H -8.299 -0.727 -0.134 0.0918
H -7.988 -2.386 -1.498 0.1193
H -5.939 -3.345 -1.217 0.1048
H -5.970 -2.021 -0.089 0.1158
H -5.051 -0.509 -1.804 0.1440
H -3.269 -2.839 -1.803 0.0790
H -3.957 -2.995 0.353 0.1197
H -3.842 -1.293 0.635 0.1407
H -1.280 -2.593 -0.248 0.1324
H -1.590 -1.537 1.176 0.1116
H -2.676 -5.273 1.948 0.0954
H -3.010 -4.819 0.393 0.0767
H -1.528 -1.232 -1.872 0.1394
H -2.669 1.249 -1.811 0.1096
H -3.446 0.546 -0.440 0.1219
H -0.444 0.192 -0.714 0.1224
H -1.452 0.585 0.746 0.1094
H -1.881 2.766 -0.024 0.1247
H -0.845 2.553 -1.460 0.1125
H -0.146 2.665 1.506 0.1166
H 0.973 1.949 0.382 0.1069
H 0.124 4.850 0.643 0.1175
H 0.627 4.250 -0.941 0.1076
H 2.645 5.022 -0.060 0.1028
H 2.729 3.328 0.342 0.0177
H 2.139 5.627 2.231 0.1258
H 1.695 3.960 2.617 0.1211
H 5.586 4.927 2.169 0.0647
H 4.590 5.984 3.147 0.0678
H 4.335 5.933 1.394 0.0838
H -3.481 0.321 -3.521 0.1716
H -5.887 -0.063 -3.761 0.0638
H -5.161 -0.753 -5.172 0.1245
H -7.474 -2.397 -4.220 0.0895
H -7.823 -0.787 -4.723 0.0738
H -6.700 -1.044 -6.872 0.0954
H -8.052 -2.110 -6.610 0.0879
H -6.378 -3.962 -5.954 0.0930
H -6.448 -3.487 -7.628 0.1297
H -3.186 -3.243 -7.852 0.1516
C -3.109 -4.475 5.366 -1.5558
Cl -4.537 -5.109 4.531 0.5040
Cl -3.528 -3.046 6.310 0.5362
Cl -2.385 -5.709 6.389 0.5302
H -2.386 -4.192 4.612 -0.0265
C 5.765 2.099 -0.323 -1.5084
Cl 4.256 1.411 0.293 0.5623
Cl 5.502 3.735 -0.934 0.5593
Cl 7.001 2.098 0.925 0.5279
H 6.104 1.486 -1.146 0.0120
C 9.968 4.106 2.975 -1.5400
Cl 9.101 5.145 1.838 0.5178
Cl 9.289 4.260 4.593 0.4983
Cl 9.934 2.425 2.442 0.4891
H 11.000 4.428 3.006 -0.0102
C 12.477 1.296 5.407 -1.5098
Cl 11.481 1.272 6.865 0.5022
Cl 11.720 0.321 4.146 0.5147
Cl 12.753 2.944 4.825 0.5072
H 13.438 0.855 5.640 0.0109
C -0.956 -9.684 5.425 -1.5555
Cl -1.910 -8.634 4.373 0.4890
Cl -1.507 -9.552 7.095 0.5252
Cl -1.023 -11.355 4.871 0.5323
H 0.074 -9.355 5.382 0.0123
C 8.494 8.372 4.716 -1.5383
Cl 9.767 7.345 5.376 0.5055
Cl 9.094 9.314 3.350 0.5266
Cl 7.092 7.408 4.242 0.5175
H 8.181 9.060 5.489 0.0116
C 14.978 4.937 7.644 -1.5300
Cl 14.074 5.907 6.475 0.5152
Cl 14.373 5.214 9.275 0.5324
Cl 14.908 3.223 7.230 0.5067
H 16.012 5.249 7.609 0.0132
C -7.942 2.270 -4.105 -1.5377
Cl -9.401 1.507 -3.455 0.5656
Cl -8.309 3.861 -4.748 0.5728
Cl -6.670 2.390 -2.872 0.5497
H -7.572 1.654 -4.916 -0.0122
C -9.670 0.050 -8.900 -1.5279
Cl -9.734 1.436 -9.979 0.5571
Cl -8.344 -1.033 -9.329 0.5621
Cl -9.502 0.567 -7.217 0.5348
H -10.597 -0.498 -8.995 0.0174
C -2.017 -6.011 -4.065 -1.5151
Cl -0.414 -5.939 -4.772 0.5721
Cl -2.304 -7.555 -3.277 0.5654
Cl -2.239 -4.674 -2.906 0.5293
H -2.750 -5.882 -4.854 -0.0018
C 14.224 0.326 10.586 -1.5414
Cl 15.008 1.650 11.450 0.5222
Cl 13.007 0.932 9.459 0.4773
Cl 15.419 -0.654 9.733 0.5221
H 13.731 -0.303 11.314 0.0107